Entry 1:
{
  "formula": "C21H33N3O7OsP2",
  "method": "wB97M-V/def2-TZVPD",
  "de_lowest_kcal_mol": 147.5,
  "total_charge": 2,
  "total_energy_ev": -62123.7230,
  "spin_multiplicity": 5,
  "species": ["P", "P", "C", "C", "H", "H", "H", "H", "C", "H", "H", "H", "C", "H", "H", "H", "C", "H", "H", "H", "C", "H", "H", "H", "Os", "C", "C", "C", "C", "C", "C", "C", "C", "C", "H", "H", "H", "H", "H", "H", "H", "H", "H", "H", "H", "H", "H", "H", "H", "O", "N", "O", "C", "C", "C", "C", "O", "C", "C", "N", "O", "O", "N", "O", "O", "H", "H"],
  "coordinates": [[0.02, -2.35, -2.21], [-0.13, 1.27, -3.20], [-0.49, -1.51, -3.82], [0.23, -0.21, -4.23], [-1.58, -1.38, -3.77], [-0.29, -2.27, -4.59], [1.33, -0.35, -4.26], [-0.11, 0.09, -5.24], [-1.61, 2.09, -3.92], [-1.96, 2.87, -3.22], [-2.41, 1.36, -4.10], [-1.32, 2.58, -4.87], [1.10, 2.52, -3.78], [0.76, 2.88, -4.77], [2.10, 2.09, -3.93], [1.21, 3.36, -3.07], [-0.98, -3.86, -2.41], [-0.78, -4.51, -1.55], [-0.68, -4.34, -3.35], [-2.04, -3.59, -2.45], [1.67, -2.91, -2.75], [2.34, -2.05, -2.85], [1.57, -3.42, -3.72], [2.06, -3.60, -1.99], [-0.01, -1.60, 0.89], [0.68, 3.22, -0.39], [-0.63, 3.13, -0.65], [-1.33, 2.06, 0.18], [-1.77, 0.84, -0.63], [-0.87, -0.36, -0.56], [0.62, -0.29, -0.51], [1.50, 0.90, -0.79], [1.47, 2.07, 0.15], [0.75, -3.45, 0.77], [1.26, 4.12, -0.56], [-1.22, 3.76, -1.30], [-2.21, 2.44, 0.74], [-0.66, 1.71, 0.99], [-2.80, 0.57, -0.31], [-1.80, 1.11, -1.71], [-1.41, -1.16, -1.15], [1.26, -1.26, -0.74], [1.18, 1.26, -1.78], [2.54, 0.55, -0.96], [1.18, 1.74, 1.14], [2.50, 2.36, 0.36], [1.21, -3.58, 1.77], [1.53, -3.60, 0.01], [-0.04, -4.20, 0.65], [-1.60, -0.45, 8.15], [-0.62, 0.17, 7.69], [0.16, 0.83, 8.41], [-0.38, 0.13, 6.27], [-1.22, -0.62, 5.44], [-0.95, -0.67, 4.06], [0.26, -0.04, 3.52], [0.83, -0.29, 2.38], [0.94, 0.83, 4.43], [0.72, 0.85, 5.79], [1.90, 1.76, 3.81], [3.06, 1.79, 4.27], [1.49, 2.54, 2.94], [-1.96, -1.25, 3.25], [-2.98, -1.69, 3.80], [-1.89, -1.25, 1.93], [-2.09, -1.13, 5.85], [1.39, 1.39, 6.47]],
  "mulliken_charge": [0.773, 0.762, -1.261, -0.981, 0.498, 0.729, 0.481, 0.518, -1.056, 0.293, 0.411, 0.537, -1.362, 0.493, 0.419, 0.323, -1.353, 0.362, 0.463, 0.409, -1.467, 0.377, 0.489, 0.389, 1.843, -0.937, -0.576, -0.127, -1.190, -0.765, 0.078, 0.391, -0.422, -0.950, 0.592, 0.635, 0.581, -0.260, 0.645, 0.209, 0.511, 0.758, -1.401, 0.650, -0.508, 0.761, 0.434, 0.223, 0.455, -0.412, 0.804, -0.427, -0.347, -0.596, -0.192, 1.545, -1.029, -0.529, -0.384, 1.023, -0.544, -0.595, 0.842, -0.514, -0.737, 0.645, 0.572]
}

Entry 2:
{
  "formula": "C21H68O21",
  "method": "wB97M-V/def2-TZVPD",
  "de_lowest_kcal_mol": 72.9,
  "total_energy_ev": -65869.5671,
  "spin_multiplicity": 1,
  "species": ["C", "O", "H", "H", "H", "H", "C", "O", "H", "H", "H", "H", "C", "O", "H", "H", "H", "H", "C", "O", "H", "H", "H", "H", "C", "O", "H", "H", "H", "H", "C", "C", "O", "O", "H", "H", "H", "H", "H", "H", "C", "C", "O", "O", "H", "H", "H", "H", "H", "H", "C", "C", "O", "O", "H", "H", "H", "H", "H", "H", "C", "C", "O", "O", "H", "H", "H", "H", "H", "H", "C", "C", "O", "O", "H", "H", "H", "H", "H", "H", "C", "C", "O", "O", "H", "H", "H", "H", "H", "H", "C", "C", "O", "O", "H", "H", "H", "H", "H", "H", "C", "C", "O", "O", "H", "H", "H", "H", "H", "H"],
  "coordinates": [[1.17, 2.82, -1.99], [0.15, 1.89, -2.32], [1.88, 2.58, -1.19], [1.79, 2.94, -2.88], [0.70, 3.78, -1.80], [0.55, 1.02, -2.17], [4.12, -1.67, -4.10], [3.92, -1.92, -2.72], [4.05, -2.63, -4.62], [3.40, -1.02, -4.60], [5.15, -1.35, -4.24], [4.78, -2.05, -2.33], [-3.02, -0.06, -5.09], [-3.75, -0.22, -3.90], [-1.98, -0.35, -4.90], [-3.45, -0.78, -5.78], [-2.95, 0.98, -5.39], [-3.51, 0.56, -3.40], [-1.82, -2.70, 2.38], [-1.90, -2.36, 3.78], [-2.44, -3.58, 2.22], [-2.24, -1.82, 1.88], [-0.84, -2.85, 1.92], [-2.84, -2.39, 3.98], [-3.64, 1.79, 0.70], [-3.75, 2.57, 1.88], [-2.72, 1.22, 0.56], [-4.37, 0.98, 0.75], [-3.80, 2.38, -0.20], [-3.15, 2.27, 2.58], [3.43, -6.00, 1.01], [2.81, -4.66, 1.52], [1.90, -4.24, 0.54], [4.54, -5.81, 0.12], [2.71, -6.61, 0.48], [3.87, -6.53, 1.86], [3.61, -3.94, 1.66], [2.28, -4.71, 2.47], [1.01, -4.62, 0.61], [4.99, -4.97, 0.18], [-3.02, 3.30, -3.49], [-2.48, 4.55, -2.80], [-2.70, 4.56, -1.42], [-2.52, 2.10, -2.90], [-2.79, 3.33, -4.56], [-4.11, 3.31, -3.51], [-2.92, 5.47, -3.18], [-1.40, 4.58, -2.97], [-2.23, 3.88, -0.93], [-1.61, 2.21, -2.61], [4.43, 2.04, -2.64], [5.84, 1.49, -2.92], [6.27, 1.44, -4.29], [4.09, 3.29, -3.11], [4.27, 1.91, -1.57], [3.69, 1.33, -3.03], [5.93, 0.47, -2.55], [6.62, 2.11, -2.48], [6.39, 2.35, -4.57], [4.61, 3.40, -3.91], [-0.34, 0.08, 0.17], [0.97, -0.73, -0.16], [1.66, -0.24, -1.33], [-1.36, -0.27, -0.72], [-0.22, 1.16, 0.22], [-0.53, -0.10, 1.23], [0.79, -1.80, -0.17], [1.65, -0.46, 0.65], [2.37, -0.82, -1.63], [-1.36, 0.35, -1.46], [2.20, -2.03, 4.00], [1.53, -1.66, 5.35], [0.41, -2.49, 5.60], [1.35, -1.56, 2.97], [2.36, -3.11, 4.03], [3.17, -1.54, 3.86], [1.11, -0.65, 5.39], [2.29, -1.57, 6.13], [-0.25, -2.34, 4.92], [0.80, -2.29, 2.67], [-2.25, 0.95, 5.17], [-3.72, 0.68, 5.61], [-4.12, -0.66, 5.36], [-2.17, 1.26, 3.76], [-1.70, 0.01, 5.24], [-1.86, 1.76, 5.78], [-4.37, 1.46, 5.20], [-3.88, 0.72, 6.69], [-4.30, -0.73, 4.41], [-1.24, 1.49, 3.59], [0.50, 4.65, 1.29], [-0.12, 4.12, 2.58], [-0.06, 2.74, 2.69], [1.81, 4.13, 1.13], [0.55, 5.74, 1.35], [-0.08, 4.32, 0.42], [-1.15, 4.48, 2.63], [0.35, 4.54, 3.47], [0.85, 2.58, 2.41], [2.37, 4.71, 0.62], [-2.60, -2.94, -2.60], [-4.03, -3.14, -2.07], [-4.14, -3.09, -0.63], [-1.90, -4.10, -2.30], [-2.19, -2.10, -2.03], [-2.70, -2.59, -3.63], [-4.41, -4.13, -2.34], [-4.72, -2.41, -2.50], [-3.31, -3.34, -0.23], [-1.07, -4.12, -2.79]],
  "mulliken_charge": [-0.755, -0.571, 0.215, 0.384, 0.324, -0.026, -0.651, -0.411, 0.288, 0.228, 0.277, 0.260, -0.627, -0.494, 0.204, 0.322, 0.201, 0.388, -0.484, -0.403, 0.401, 0.261, 0.056, 0.213, -0.150, -0.595, -0.217, 0.414, 0.271, 0.514, -0.254, -0.407, -0.414, -0.508, 0.233, 0.292, 0.280, 0.228, 0.266, 0.279, -0.421, -0.593, -0.523, 0.201, 0.371, 0.351, 0.419, 0.160, 0.176, 0.129, 0.335, -0.806, -0.523, -0.496, 0.259, 0.015, 0.279, 0.398, 0.302, 0.296, -0.405, -0.995, -0.245, 0.079, 0.525, 0.287, 0.175, 0.462, 0.037, 0.035, -0.227, -0.439, -0.558, 0.022, 0.073, 0.350, 0.121, 0.405, 0.295, -0.087, 0.070, -0.712, -0.557, -0.367, 0.045, 0.388, 0.317, 0.333, 0.333, 0.164, 0.027, -0.784, -0.430, -0.571, 0.528, -0.124, 0.387, 0.289, 0.262, 0.298, 0.221, -0.517, -0.537, -0.543, -0.155, 0.312, 0.331, 0.367, 0.259, 0.291]
}

Entry 3:
{
  "formula": "C14H27N2O2",
  "method": "wB97M-V/def2-TZVPD",
  "de_lowest_kcal_mol": 369.0,
  "total_charge": 1,
  "total_energy_ev": -22010.1054,
  "spin_multiplicity": 1,
  "species": ["C", "H", "H", "H", "C", "H", "H", "C", "N", "C", "O", "C", "N", "H", "C", "H", "H", "C", "C", "H", "H", "C", "H", "C", "H", "H", "O", "H", "H", "H", "H", "H", "C", "H", "C", "C", "C", "H", "H", "H", "H", "H", "H", "H", "H"],
  "coordinates": [[3.15, 2.93, -0.01], [2.44, 3.40, 0.45], [4.10, 2.89, 0.55], [3.47, 3.57, -0.92], [2.67, 1.43, -0.84], [3.42, 1.06, -1.17], [1.76, 1.68, -1.25], [2.07, 0.68, 0.26], [1.30, -0.43, -0.34], [0.18, -0.30, -0.66], [-0.44, 1.12, -0.46], [-0.82, -1.23, -1.37], [-1.27, -2.32, -0.31], [-1.37, 0.98, -0.58], [-2.23, -1.44, 0.54], [-2.70, -2.19, 1.48], [-1.62, -0.85, 1.31], [-3.43, -0.76, 0.05], [-4.40, -0.19, 0.87], [-5.26, -1.03, 1.19], [-4.12, -0.04, 1.82], [-5.19, 1.05, 0.42], [-5.60, 1.72, 1.02], [-3.88, 1.65, -0.13], [-4.00, 2.37, -1.44], [-3.23, 2.24, 0.44], [-2.95, 0.33, -0.68], [-5.72, 0.84, -0.57], [-3.87, -1.39, -0.71], [-1.72, -2.98, -0.53], [-0.11, -1.88, -1.96], [-1.50, -0.86, -2.03], [2.06, -1.70, -0.26], [1.85, -2.38, 0.65], [3.49, -1.63, -0.54], [4.23, -0.56, 0.62], [3.18, 0.10, 1.15], [3.65, 0.94, 2.09], [2.64, -0.46, 2.10], [4.54, -1.31, 1.40], [5.06, -0.21, 0.33], [3.51, -0.99, -1.26], [3.88, -2.59, -0.60], [1.54, -2.51, -1.03], [1.25, 1.28, 0.90]],
  "mulliken_charge": [-1.380, 0.523, 0.336, 0.368, -1.102, 0.756, 0.541, -0.576, 0.324, 1.078, -0.521, -1.506, -0.155, 0.542, -0.931, 0.296, 0.238, 0.760, -1.060, 0.342, 0.524, -0.628, 0.475, -0.488, 0.230, 0.358, -0.590, 0.253, 0.163, 0.135, 0.552, 0.499, -0.348, 0.289, -1.417, -1.228, -0.428, 0.434, 0.357, 0.334, 0.579, 0.567, 0.466, 0.399, 0.643]
}